Record 1
One molecule with the formula C24H31ClN2O3, computed with wB97M-V/def2-TZVPD.

Output
**Gap between HOMO and LUMO**: 9.148 eV
**E_LUMO**: 0.680 eV
**Total charge**: 0
**Strongest force on any atom**: 0.6 eV Å⁻¹
**Energy above the lowest of the compared OMol25 structures with the same formula, charge and spin**: 21.3 kcal per mole
**E_HOMO**: -8.469 eV

Positions of all 61 atoms, in Å:
C -0.266 -5.904 0.429
H 0.498 -6.605 0.098
O 0.097 -4.659 -0.117
C -0.699 -3.581 0.132
C -1.854 -3.600 0.905
C -2.579 -2.434 1.094
C -2.177 -1.237 0.527
C -1.020 -1.225 -0.251
C -0.295 -2.379 -0.451
H 0.593 -2.379 -1.064
H -0.712 -0.302 -0.717
C -2.923 0.050 0.807
N -2.858 0.916 -0.363
C -3.322 2.279 -0.155
C -3.042 3.115 -1.402
C -3.743 2.524 -2.618
C -3.316 1.070 -2.763
C -3.593 0.317 -1.467
H -3.281 -0.724 -1.573
H -4.681 0.326 -1.264
H -2.246 1.023 -2.975
H -3.850 0.588 -3.584
H -3.492 3.090 -3.517
H -4.826 2.575 -2.478
H -1.965 3.129 -1.575
H -3.373 4.140 -1.225
H -2.785 2.730 0.677
H -4.404 2.302 0.070
H -3.975 -0.188 1.069
C -2.288 0.663 2.076
N -0.898 0.976 1.882
C -0.398 2.217 1.854
O -1.011 3.225 2.143
C 1.080 2.277 1.449
O 1.522 0.998 1.058
C 2.809 0.831 0.636
C 3.761 1.837 0.562
C 5.048 1.559 0.116
C 5.355 0.256 -0.253
C 4.418 -0.774 -0.188
C 3.147 -0.467 0.261
H 2.392 -1.234 0.331
C 4.778 -2.169 -0.592
H 5.105 -2.187 -1.631
H 5.601 -2.538 0.017
H 3.927 -2.834 -0.477
Cl 6.958 -0.104 -0.810
C 6.079 2.641 0.037
H 6.446 2.738 -0.984
H 6.932 2.395 0.669
H 5.667 3.594 0.356
H 3.523 2.849 0.848
H 1.652 2.653 2.308
H 1.171 3.002 0.630
H -0.309 0.229 1.542
H -2.797 1.576 2.386
H -2.380 -0.076 2.880
H -3.476 -2.468 1.696
H -2.202 -4.512 1.364
H -0.280 -5.875 1.523
H -1.243 -6.234 0.062



Record 2
One molecule with the formula C24H31ClN4O5S, computed with wB97M-V/def2-TZVPD.

Output
**Gap between HOMO and LUMO**: 8.109 eV
**E_LUMO**: 0.218 eV
**Total charge**: 0
**Strongest force on any atom**: 1.0 eV Å⁻¹
**Energy above the lowest of the compared OMol25 structures with the same formula, charge and spin**: 0.9 kcal per mole
**E_HOMO**: -7.891 eV

Positions of all 66 atoms, in Å:
C -6.240 -3.215 0.446
H -5.809 -3.647 -0.454
H -6.698 -2.263 0.190
H -7.016 -3.884 0.810
C -5.172 -3.034 1.529
N -4.064 -2.157 1.206
C -3.237 -2.614 0.104
C -1.949 -1.793 0.088
N -2.237 -0.378 -0.036
S -2.583 0.163 -1.586
O -3.989 0.320 -1.837
O -1.812 -0.619 -2.504
C -1.857 1.798 -1.450
C -0.524 1.869 -1.096
C 0.072 3.107 -0.904
C -0.684 4.259 -1.115
C -2.016 4.183 -1.494
C -2.607 2.939 -1.652
H -3.643 2.839 -1.933
H -2.580 5.088 -1.655
Cl 0.057 5.798 -0.879
C 1.531 3.169 -0.551
O 2.385 3.082 -1.421
N 1.826 3.292 0.754
C 0.832 3.251 1.807
C 0.591 1.836 2.327
H 1.517 1.404 2.697
H -0.126 1.867 3.143
H 0.192 1.200 1.539
H 1.185 3.887 2.624
H -0.102 3.672 1.429
C 3.226 3.302 1.146
H 3.326 3.822 2.099
H 3.793 3.831 0.374
C 3.783 1.874 1.304
O 4.048 1.410 2.394
N 3.898 1.249 0.115
C 4.273 -0.075 -0.149
C 4.741 -0.948 0.831
C 5.088 -2.238 0.493
C 4.980 -2.691 -0.822
C 4.514 -1.819 -1.800
C 4.166 -0.524 -1.460
H 3.803 0.148 -2.225
H 4.416 -2.131 -2.827
O 5.350 -3.985 -1.040
C 5.260 -4.498 -2.346
H 5.907 -3.949 -3.039
H 5.599 -5.531 -2.281
H 4.231 -4.479 -2.717
H 5.452 -2.923 1.242
H 4.828 -0.610 1.850
H 3.616 1.782 -0.706
H 0.036 0.956 -0.975
C -3.170 0.087 0.970
C -4.438 -0.768 1.008
H -4.985 -0.610 0.066
H -5.066 -0.452 1.844
H -2.660 0.041 1.937
H -3.416 1.124 0.738
H -1.397 -1.939 1.021
H -1.325 -2.069 -0.761
H -3.732 -2.488 -0.874
H -3.002 -3.670 0.253
H -4.743 -4.009 1.778
H -5.641 -2.635 2.433



Record 3
C24H31FN2O5S2 as an isolated structure, computed with wB97M-V/def2-TZVPD.

Output
**Gap between HOMO and LUMO**: 8.115 eV
**E_LUMO**: -0.990 eV
**Total charge**: 0
**Strongest force on any atom**: 17.5 eV Å⁻¹
**E_HOMO**: -9.105 eV

Positions of all 65 atoms, in Å:
O 1.111 -3.943 -3.724
S 1.573 -2.633 -3.559
O 2.971 -2.586 -3.336
N 1.206 -1.855 -5.094
H 0.119 -1.900 -5.444
C 1.730 -0.424 -5.334
H 2.587 -0.207 -4.569
C 0.427 0.468 -5.230
C 0.835 1.807 -4.595
H 1.244 2.612 -5.231
C -0.334 2.093 -3.888
H -0.319 2.334 -2.891
C -1.480 1.270 -4.102
H -1.956 1.237 -4.916
H -2.074 0.847 -3.260
O -0.392 0.043 -4.450
H -0.768 3.374 -4.242
H 1.780 1.754 -3.819
H 0.081 0.590 -6.105
H 2.309 -0.433 -6.259
C 0.668 -1.711 -2.509
C 1.600 -0.730 -1.922
C 0.776 0.103 -1.009
C -0.459 -0.037 -0.855
C -1.511 -1.293 -1.430
C -0.614 -1.966 -2.143
H -1.090 -2.600 -2.716
H -2.372 -1.374 -1.180
S -1.475 1.247 0.047
O -0.950 2.526 -0.138
O -3.014 0.871 -0.190
N -1.466 0.844 1.642
C -2.301 0.000 2.432
C -1.822 -1.162 2.859
C -1.198 -2.121 1.976
C -0.636 -3.585 2.520
C -0.963 -3.724 3.806
C -1.118 -2.803 4.752
C -1.848 -1.659 4.226
H -2.204 -1.047 4.843
H -1.313 -2.988 5.852
F -0.034 -4.906 4.165
H -0.192 -4.051 1.691
H -1.114 -1.795 0.912
H -2.782 0.529 3.122
H -3.172 -0.065 1.821
C -0.174 1.518 2.440
C 0.912 0.528 2.755
C 2.070 0.984 3.161
C 1.920 1.793 4.310
C 0.660 2.794 4.206
C -0.582 2.079 3.676
H -1.458 2.775 3.642
H -0.801 1.507 4.481
H 0.544 3.454 5.246
H 1.234 3.535 3.542
H 2.655 2.434 4.739
H 1.610 1.147 5.134
H 2.554 1.696 2.426
H 3.210 0.422 3.532
H 1.041 -0.120 1.758
H 0.656 -0.321 3.439
H 0.119 2.129 1.684
H 1.294 1.110 -0.698
H 2.487 -0.414 -1.998



Record 4
One molecule with the formula C24H31FN4O2, computed with wB97M-V/def2-TZVPD.

Output
**Gap between HOMO and LUMO**: 8.033 eV
**E_LUMO**: -0.078 eV
**Total charge**: 0
**Strongest force on any atom**: 0.8 eV Å⁻¹
**Energy above the lowest of the compared OMol25 structures with the same formula, charge and spin**: 0.0 kcal per mole
**E_HOMO**: -8.111 eV

Positions of all 62 atoms, in Å:
C -7.186 -0.466 -1.533
H -7.516 0.434 -1.020
H -6.363 -0.212 -2.195
H -8.010 -0.856 -2.124
C -6.722 -1.516 -0.526
N -5.651 -0.980 0.311
C -4.453 -0.561 -0.152
O -4.135 -0.588 -1.324
C -3.509 -0.032 0.924
C -3.212 1.444 0.638
C -2.123 1.968 1.584
N -0.888 1.207 1.540
C -1.173 -0.183 1.831
C -2.197 -0.820 0.883
H -2.374 -1.858 1.174
H -1.824 -0.814 -0.142
H -1.577 -0.209 2.850
H -0.248 -0.756 1.833
C -0.053 1.519 0.379
C 0.971 0.432 0.043
H 1.602 0.228 0.908
H 0.480 -0.491 -0.261
C 1.865 0.897 -1.108
N 2.552 2.112 -0.749
C 3.856 2.262 -0.455
O 4.345 3.344 -0.162
C 4.755 1.060 -0.496
N 4.311 -0.087 -0.048
C 5.153 -1.131 0.018
C 4.681 -2.375 0.498
C 5.495 -3.470 0.583
C 6.837 -3.368 0.187
C 7.339 -2.187 -0.286
C 6.515 -1.049 -0.382
C 6.964 0.204 -0.855
C 6.094 1.256 -0.904
H 6.393 2.237 -1.235
H 7.994 0.313 -1.163
H 8.372 -2.108 -0.591
H 7.470 -4.239 0.261
H 5.099 -4.402 0.954
F 3.393 -2.476 0.873
C 1.636 3.199 -0.478
C 0.718 2.816 0.680
H 1.313 2.659 1.581
H 0.030 3.639 0.872
H 2.226 4.084 -0.231
H 1.046 3.400 -1.380
H 2.581 0.116 -1.354
H 1.249 1.109 -1.991
H -0.672 1.683 -0.521
H -2.493 1.923 2.614
H -1.913 3.013 1.353
H -2.888 1.534 -0.400
H -4.119 2.041 0.759
H -3.961 -0.127 1.917
H -5.826 -0.921 1.300
C -6.260 -2.791 -1.230
H -7.073 -3.207 -1.818
H -5.938 -3.532 -0.501
H -5.427 -2.560 -1.887
H -7.549 -1.757 0.152



Q: Among the records above, which one has the lowest E_HOMO?
A: C24H31FN2O5S2